# 1
Below is a 2-piece molecular cluster, C4H12 overall, with properties calculated with ωB97M-V/def2-TZVPD.

Output
orbital gap = 12.92 eV
HOMO = -11.73 eV
SMILES = CC.CC
ΔE to the lowest compared entry with this formula, charge and spin = 17.9 kJ/mol
net charge = 0

Each atom is followed by the atoms it is bonded to, with distances in Å.
Atoms and positions in Å:
1 C 0.130 -0.572 -2.024  C2 1.538, H3 1.097, H4 1.087, H5 1.088
2 C 1.122 -1.121 -0.984  C1 1.538, H6 1.087, H7 1.086, H8 1.087
3 H 0.622 0.285 -2.501  C1 1.097
4 H -0.119 -1.230 -2.852  C1 1.087
5 H -0.791 -0.184 -1.594  C1 1.088
6 H 0.656 -1.965 -0.482  C2 1.087
7 H 1.339 -0.309 -0.297  C2 1.086
8 H 2.060 -1.325 -1.494  C2 1.087
9 C -0.154 1.402 1.305  C10 1.519, H11 1.090, H12 1.090, H13 1.090
10 C -1.073 0.262 1.710  C9 1.519, H14 1.093, H15 1.089, H16 1.087
11 H -0.247 1.563 0.231  C9 1.090
12 H -0.441 2.304 1.845  C9 1.090
13 H 0.916 1.316 1.491  C9 1.090
14 H -2.047 0.514 1.285  C10 1.093
15 H -1.177 0.237 2.793  C10 1.089
16 H -0.816 -0.733 1.355  C10 1.087

Calculated atomic charges, method Löwdin, unit e: -0.174, -0.157, 0.063, 0.057, 0.050, 0.061, 0.038, 0.063, -0.185, -0.166, 0.052, 0.063, 0.058, 0.066, 0.060, 0.051

=====

# 2
Below is one molecule with the formula C4H8O2, with properties calculated with ωB97M-V/def2-TZVPD.

Output
orbital gap = 10.46 eV
HOMO = -9.74 eV
SMILES = C[C@H](C=O)CO
ΔE to the lowest compared entry with this formula, charge and spin = 162.3 kJ/mol
net charge = 0

Each atom is followed by the atoms it is bonded to, with distances in Å.
Atoms and positions in Å:
1 C -1.140 -1.028 0.345  C2 1.516, H7 1.091, H8 1.095, H9 1.096
2 C -0.239 0.150 0.032  C1 1.516, C3 1.526, C5 1.514, H10 1.105
3 C 1.192 -0.146 -0.410  C2 1.526, O4 1.429, H11 1.102, H12 1.093
4 O 1.942 0.757 0.405  C3 1.429, H13 0.953
5 C -0.898 1.200 -0.836  C2 1.514, O6 1.208, H14 1.110
6 O -2.085 1.288 -1.043  C5 1.208
7 H -2.063 -0.647 0.783  C1 1.091
8 H -0.639 -1.695 1.054  C1 1.095
9 H -1.409 -1.614 -0.540  C1 1.096
10 H 0.148 0.664 0.930  C2 1.105
11 H 1.471 -1.193 -0.207  C3 1.102
12 H 1.422 0.080 -1.453  C3 1.093
13 H 2.552 0.221 0.904  O4 0.953
14 H -0.197 1.945 -1.269  C5 1.110

Calculated atomic charges, method Löwdin, unit e: -0.058, -0.331, -0.223, -0.078, -0.222, 0.057, 0.080, 0.080, 0.088, 0.148, 0.128, 0.118, 0.083, 0.131